Computed, not measured: 2 unconnected molecules or ions with the total composition C4H8O2 in a non-equilibrium geometry, with ωB97M-V/def2-TZVPD.

Geometry as ORCA input:
```
! wB97M-V def2-TZVPD RIJCOSX def2/J DEFGRID3
* xyz 0 1
C -1.94187 0.45658 -1.51342
C -1.11780 0.53712 -0.32274
C 1.55988 -0.57080 1.26615
C 1.41978 -1.13206 -0.10504
O -0.98927 1.51578 -1.27953
O -1.23007 0.88989 1.02596
H -1.77326 -0.31813 -2.20641
H -3.00707 0.71231 -1.50615
H 0.72285 -0.09345 1.77225
H 2.28495 0.32032 1.15846
H 1.93868 -1.30338 1.84015
H 1.30040 -2.15267 -0.14616
H 1.48641 -0.49296 -0.92121
H -0.65361 1.63144 0.93769
*
```

As for the total energy: -8366.5536 eV. The calculation puts the HOMO energy (spin up / spin down) at -7.8 / -7.9 eV. As for the LUMO energy (spin up / spin down): 0.018 / 0.029 Ha. Its gap between HOMO and LUMO (spin up / spin down) is 8.3 / 8.7 eV. The value obtained for the molecular weight is 88.106 g/mol.